[1]
Formula: C3H10O4S
Source: the OMol25 dataset
Level of theory: wB97M-V/def2-TZVPD

Cartesian coordinates (Å):
O -0.59 -1.84 0.77
C 0.44 -1.39 0.33
O 1.57 -1.66 0.99
C 0.63 -0.45 -0.83
C -0.39 0.65 -0.75
S 0.09 1.90 -1.98
H 1.41 -2.37 1.63
H 1.68 -0.12 -0.97
H 0.50 -1.20 -1.65
H -0.52 1.05 0.28
H -1.45 0.41 -1.05
H 1.39 1.70 -1.87
H 2.32 0.94 1.73
H 1.31 2.08 1.70
O 1.74 1.42 1.15
H -3.33 -0.17 2.14
H -2.72 -1.25 1.20
O -3.55 -0.95 1.62

Summary:
Orbital gap (eV): 9.43
E_HOMO (eV): -9.140
Energy above the lowest of the compared OMol25 structures with the same formula, charge and spin (eV): 0.239
Strongest force on any atom (eV/Å): 2.16
Multiplicity: 1

***

[2]
Formula: C16H17NO3
Source: the OMol25 dataset
Level of theory: wB97M-V/def2-TZVPD

Cartesian coordinates (Å):
C 3.27 -0.30 1.95
O 1.94 0.14 2.36
C 1.02 -0.62 3.04
C -0.34 -0.33 2.59
C -1.22 -1.38 2.33
C -2.56 -1.13 1.91
C -2.93 0.21 1.72
C -2.05 1.27 1.93
C -0.71 0.98 2.35
H 3.91 0.59 1.96
H 3.62 -1.02 2.62
H 3.25 -0.72 0.94
H 1.27 -1.67 3.13
H -0.90 -2.39 2.59
H -3.27 -1.94 1.81
H -3.95 0.42 1.41
H -2.37 2.31 1.84
H -0.03 1.79 2.64
C -2.36 -4.45 7.33
C -1.50 -3.31 6.77
C -0.21 -3.61 6.34
C 0.59 -2.61 5.82
C 0.13 -1.29 5.67
C 0.89 -0.35 4.71
N 2.42 -0.62 4.89
O 3.25 0.30 4.99
O 2.88 -1.85 4.71
C -1.12 -0.97 6.22
C -1.93 -1.99 6.78
H -3.41 -4.15 7.50
H -2.39 -5.32 6.63
H -1.95 -4.83 8.30
H 0.15 -4.63 6.41
H 1.56 -2.90 5.38
H 0.55 0.65 4.63
H -1.52 0.04 6.14
H -2.89 -1.78 7.18

Summary:
Orbital gap (eV): 8.73
E_HOMO (eV): -8.881
Energy above the lowest of the compared OMol25 structures with the same formula, charge and spin (eV): 5.606
Strongest force on any atom (eV/Å): 4.67
Multiplicity: 1

***

[3]
Formula: C3H4AlO4
Source: the OMol25 dataset
Level of theory: wB97M-V/def2-TZVPD

Cartesian coordinates (Å):
C -1.04 0.33 1.23
C -0.09 1.17 0.40
O 0.97 0.35 -0.09
C 0.68 -0.71 -0.78
O -2.19 0.05 0.86
O 1.56 -1.33 -1.38
O -0.58 -0.94 -0.94
Al 3.01 -1.16 -1.72
H -0.62 -0.09 2.16
H 0.38 1.94 1.03
H -0.63 1.62 -0.44
H -1.44 -1.23 -0.33

Summary:
Orbital gap (alpha / beta) (eV): 11.19 / 5.71
E_HOMO (alpha / beta) (eV): -27.435 / -24.191
Energy above the lowest of the compared OMol25 structures with the same formula, charge and spin (eV): 0.360
Charge: +3
Strongest force on any atom (eV/Å): 11.38
Multiplicity: 1